(1)
Entry from the Open Molecules 2025 dataset: a structure of composition C30H40BCl5N12O3SW (ωB97M-V with the def2-TZVPD basis set).

The value obtained for the max |F| is 4.3 eV/A. Its energy above the lowest of the compared OMol25 structures with the same formula, charge and spin is 459.9 kcal/mol. The total charge is +3. Its total energy is -131691.553 eV. Its HOMO-LUMO gap (alpha / beta) is 5.37 / 5.43 eV. The spin multiplicity is 2.

```
93
Properties=species:S:1:pos:R:3:lowdin_charge:R:1
N -3.811 2.851 -0.571 -0.0434
C 2.088 3.177 -2.653 -0.2556
N 0.716 -2.328 0.344 -0.0478
N -4.907 2.662 0.212 0.0822
C -0.949 0.259 -3.280 -0.1574
H -6.568 3.850 0.597 0.1144
B -2.722 1.849 -0.526 -0.7746
N 1.355 -3.149 -0.601 0.1266
H 4.423 -1.230 4.265 0.0699
H -0.577 -2.807 3.754 0.0613
N -0.555 1.381 0.766 -0.0790
H 1.590 -4.114 -0.411 0.1948
C -3.854 4.075 -1.177 -0.0967
C -5.012 4.687 -0.790 -0.0350
C -2.567 1.725 -3.155 -0.0118
H 0.955 1.570 2.236 0.0894
H 4.164 0.916 -3.229 0.1133
C -1.475 3.371 1.128 -0.0063
H -0.088 -2.826 0.742 0.0483
Cl -1.204 -3.807 -2.848 0.8092
C -5.628 3.756 0.076 -0.1246
O 1.284 1.179 -1.163 -0.6661
H 0.046 -0.969 2.242 0.0506
W 0.077 -0.361 -0.427 1.7341
H 4.543 -0.454 2.240 0.1059
H 1.377 -2.131 1.087 0.0966
H -2.207 4.152 0.995 0.1430
H -5.372 5.656 -1.087 0.1089
H 1.089 -3.110 3.232 0.0858
H 1.576 3.511 -3.553 0.1058
C -1.566 -4.261 1.179 -0.7141
C 3.856 0.376 2.076 0.0464
C 3.730 1.146 -2.252 -0.2929
Cl -3.343 -0.890 0.180 1.0489
H -5.641 -2.061 -0.426 0.1119
H -0.216 -0.473 -3.577 0.0919
H 4.114 0.864 1.139 0.0794
Cl -4.055 -2.144 2.661 0.9762
N -2.104 1.501 -1.925 0.0502
H 3.696 4.542 -2.202 0.1352
C -3.891 -1.743 -1.847 -0.0920
H -0.100 3.972 2.752 0.1186
C 2.439 -0.128 2.037 -0.3740
N -2.650 -1.471 -1.339 -0.2049
H 1.532 3.509 -1.774 0.1069
C 0.445 -2.428 3.794 -0.0537
S 1.960 1.363 -2.564 1.0868
H 2.280 -3.691 -4.670 0.1168
H 2.527 0.107 0.173 0.0402
H -4.408 0.172 2.366 0.0783
O 2.127 -3.319 -2.681 0.0477
H -3.383 2.411 -3.312 0.1400
H -1.973 0.915 -5.128 0.1194
H 1.516 -2.121 -4.286 0.0896
N -3.125 0.527 0.067 -0.1315
H 3.847 -1.081 5.915 0.1005
O 1.190 -1.398 -1.933 -0.1197
H 5.323 2.526 -1.753 0.1350
H 3.290 -2.340 -4.091 0.1100
H 1.671 -0.241 5.215 0.1288
N 1.852 -0.240 0.841 -0.0466
C -1.324 -4.518 -0.242 -0.7081
C 0.485 -1.016 3.235 -0.1954
H 3.129 -2.284 4.850 0.0773
H 2.905 0.770 4.518 0.1218
H -0.108 -0.342 3.857 0.1394
C -1.900 -3.014 1.589 -0.2256
H 0.762 -2.458 4.836 0.0884
C 2.492 -0.238 4.500 -0.1706
C -4.702 -1.666 -0.780 -0.0089
C 2.314 -2.813 -4.035 0.0514
C 3.573 3.533 -2.590 -0.1952
C -1.489 -2.073 -0.800 -0.4250
C 3.532 -1.273 4.890 -0.0424
N -1.537 2.263 0.391 0.0267
H -3.062 4.418 -1.825 0.1265
C 1.559 -2.586 -1.790 -0.5676
C -4.107 -0.739 1.860 -0.5276
H 3.856 0.271 -1.614 0.0905
H 3.931 2.607 -0.669 0.1129
C -1.334 -3.505 -1.149 -0.6463
C -1.978 -2.045 0.642 -0.3195
H 4.015 1.092 2.880 0.1022
Cl -1.466 -5.565 2.296 0.7636
C -1.848 0.958 -4.060 0.0008
C 0.119 2.016 1.747 -0.1178
H -4.087 -2.280 -2.767 0.1456
N 1.853 -0.462 3.176 -0.0506
C -0.418 3.259 2.012 0.0019
Cl -1.030 -6.120 -0.753 0.7826
N -1.106 0.573 -1.981 -0.1223
H 4.008 3.514 -3.590 0.1301
C 4.236 2.478 -1.710 -0.2097
```

=====

(2)
Entry from the Open Molecules 2025 dataset: a structure of composition C30H40BrGeI2N5OV (ωB97M-V with the def2-TZVPD basis set).

The value obtained for the max |F| is 1.0 eV/A. The total charge is +3. Its total energy is -209682.185 eV. Its HOMO-LUMO gap (alpha / beta) is 5.33 / 5.34 eV. The spin multiplicity is 3.

```
81
Properties=species:S:1:pos:R:3:lowdin_charge:R:1
H -1.489 0.192 -3.581 0.0818
H 5.651 0.579 3.033 0.1312
H 1.275 -2.058 0.147 0.1029
H -3.147 -2.478 -2.204 0.1097
H -1.702 -2.465 0.552 0.0624
C 3.419 2.994 3.831 0.0319
H -3.274 -1.925 3.876 0.1024
C 0.846 -1.577 2.866 -0.0996
C -1.165 -0.776 2.787 -0.1498
H -1.285 -0.082 -5.845 0.0704
H -0.316 -0.851 -7.087 0.0866
N -0.001 2.312 2.571 -0.1197
I 0.607 3.365 -2.995 1.0489
C -3.145 -2.611 -1.112 -0.2867
C -1.765 5.064 0.885 -0.0861
C -1.713 5.810 -0.286 -0.7233
V 0.826 0.970 1.077 0.9689
H -2.870 -4.965 -2.616 0.0852
C 1.932 -1.492 -0.503 -0.1306
H 1.115 4.049 2.202 0.1524
H -3.305 -6.097 -1.346 0.0895
C -2.374 -2.354 4.308 0.0392
N -1.204 -1.849 3.580 -0.0933
C 1.061 3.264 2.962 -0.0872
C -0.377 -1.708 -3.700 -0.2724
H 0.826 3.749 3.911 0.1517
H 1.027 -0.712 -4.995 0.1085
H -1.601 3.630 3.031 0.1417
C 2.744 0.580 -1.129 -0.1255
C -2.862 -5.121 -1.536 -0.0876
C -3.652 -4.037 -0.819 -0.2360
H -2.279 5.460 1.752 0.1138
H -2.035 -0.176 2.568 0.1437
N 1.925 -0.152 -0.347 -0.0657
C -1.275 2.993 2.206 -0.1023
H -2.029 2.210 2.086 0.1258
H -2.411 -3.436 4.218 0.1091
I -2.618 7.673 -0.374 1.0066
H -3.633 -4.194 0.262 0.1134
H 3.720 -0.116 1.658 0.1122
H -2.363 0.474 -0.627 0.0027
H 2.716 1.654 -0.998 0.1035
O 0.103 2.086 -0.102 -0.3043
C 3.557 -1.367 -2.239 -0.6705
C 3.566 0.017 -2.079 -0.0542
C 0.063 -2.371 3.642 -0.0022
Ge -1.515 -0.630 -1.269 1.2018
H -0.202 1.739 3.388 0.1267
C -0.757 -0.392 -3.013 -0.3225
H 0.715 -2.382 -5.416 0.1173
H 4.202 0.645 -2.688 0.1292
H -0.989 5.893 -2.305 0.0952
H 5.443 2.634 4.444 0.1381
C 0.232 -1.461 -5.084 -0.2527
H -3.855 -1.889 -0.694 0.1080
H 0.107 0.274 -2.893 0.0192
N 2.493 1.433 2.284 0.0084
C -0.502 3.314 -0.167 -0.3620
Br 4.635 -2.177 -3.513 0.9255
H -1.260 -2.345 -3.808 0.1083
H 2.699 -3.212 -1.515 0.1262
H -2.303 -2.076 5.357 0.1123
H -1.002 -3.067 -0.978 0.0658
C 4.615 2.295 3.836 0.0182
C 2.724 -2.135 -1.426 -0.0758
C -1.719 -2.381 -0.532 -0.3095
C -0.431 4.066 -1.334 -0.6231
H -1.824 -5.173 -1.202 0.0686
C 4.736 1.153 3.053 -0.0027
C -0.792 -1.016 -6.122 -0.0856
C -1.168 3.813 0.951 -0.1692
H 1.904 -1.658 2.679 0.1124
C 2.376 2.540 3.045 -0.2194
H -4.699 -4.074 -1.123 0.1233
H -1.561 -1.777 -6.261 0.0861
C 3.661 0.760 2.290 -0.0956
C -1.042 5.310 -1.395 -0.1935
H 0.297 -3.239 4.235 0.1491
H 0.334 -2.259 -3.077 0.0890
H 3.292 3.884 4.432 0.1402
N 0.069 -0.566 2.329 -0.0566
```

=====

(3)
Entry from the Open Molecules 2025 dataset: a cluster of 3 separate species, C30H40Cl2N4O4S3 in total (ωB97M-V with the def2-TZVPD basis set).

The value obtained for the max |F| is 1.7 eV/A. The total charge is 0. Its total energy is -103459.406 eV. Its HOMO-LUMO gap is 8.13 eV.

```
83
Properties=species:S:1:pos:R:3:lowdin_charge:R:1
C -4.895 -1.616 5.331 -0.0422
C -3.998 -2.034 1.680 -0.0881
C -2.838 -0.905 3.645 -0.0605
C -4.251 0.540 0.090 -0.5994
H 4.560 2.366 0.978 0.0775
C 0.256 0.989 -2.039 -0.2736
H 4.220 -6.089 1.350 0.0498
N -1.992 1.333 -1.322 0.1297
Cl -4.558 1.290 1.700 0.6873
H 3.492 -5.462 -2.321 0.0579
Cl -1.119 3.235 -2.802 0.7268
H -4.671 -0.196 7.706 0.0767
C 1.494 1.470 -2.727 -0.1190
H 1.705 -1.797 0.211 -0.1325
C -2.911 -1.483 0.799 -0.1188
H -2.021 -0.584 3.014 0.1173
C -1.909 0.148 -0.656 -0.1253
H 4.344 -4.996 -0.051 0.0586
H 6.125 4.508 -6.564 0.0539
C -2.792 -0.568 4.989 -0.0334
H -6.098 -0.454 0.464 0.0808
H 7.148 3.359 -5.669 0.0508
C 3.732 -5.754 0.438 -0.2745
C 2.812 -6.254 -2.008 -0.2729
C 6.129 3.701 -5.832 -0.2701
H 2.954 0.592 -1.472 0.1238
H 3.493 2.110 -2.141 0.0992
C -3.909 -1.610 3.128 -0.2403
C -3.732 -0.572 7.313 -0.0529
C -3.813 -0.920 5.857 -0.2811
H -6.676 0.236 -2.203 0.0686
C -0.958 1.727 -1.965 -0.6272
C 3.856 4.707 -4.861 -0.2648
H 2.431 3.999 0.660 0.1205
H 4.144 0.946 1.987 0.0872
C 3.779 1.857 1.529 0.0093
H 5.508 2.871 -6.167 0.0595
N -1.614 -3.478 1.436 0.1539
S 0.848 -2.774 -0.107 0.8477
H -5.257 -1.086 -0.916 0.1148
H 3.414 2.490 2.335 0.0925
C -0.970 -3.467 2.478 -0.2985
C -0.729 -0.603 -0.745 -0.2091
C -5.523 -0.162 -0.410 -0.2649
N 2.226 2.251 -0.440 -0.0572
C 1.975 4.555 -1.327 -0.0770
H -4.985 -1.844 1.274 0.0974
H -1.945 -0.012 5.363 0.1115
H -5.711 -1.899 5.980 0.1112
S 3.550 -7.170 -0.649 0.7956
H 3.279 5.077 -4.016 0.0285
O -0.400 -3.480 3.503 0.1892
O 5.380 3.136 -3.368 -0.5589
C 2.635 1.605 -1.706 -0.1346
H -5.788 -2.495 3.597 0.1151
C 2.599 1.459 0.679 -0.4753
H 2.453 5.532 -1.278 0.0797
H 1.324 2.412 -3.233 0.0592
C -6.409 0.740 -1.280 -0.0837
H 2.744 -5.355 0.675 0.0335
H 1.857 -5.836 -1.687 0.0424
C -3.017 -0.310 0.113 -0.1377
S 5.505 4.317 -4.265 0.8109
H 3.923 5.483 -5.623 0.0561
H -3.874 -3.113 1.690 0.1206
O 4.915 -7.562 -1.082 -0.5561
H -4.064 1.388 -0.548 0.0654
H -2.967 0.183 7.471 0.0716
C -1.699 -2.234 0.718 -0.2160
H 1.788 0.715 -3.452 0.1259
H 0.937 4.697 -1.044 0.0650
H -5.936 1.689 -1.510 0.0715
H 2.653 -6.952 -2.827 0.0479
C -0.636 -1.819 -0.036 -0.4531
H 2.049 4.189 -2.344 0.0360
N 0.331 -0.166 -1.464 0.1898
C 2.678 3.645 -0.336 -0.2343
O 1.981 0.462 0.948 0.0780
H 3.393 3.807 -5.266 0.0607
H 3.757 3.736 -0.483 0.1113
H -7.343 0.957 -0.770 0.0697
C -4.939 -1.956 3.995 -0.0367
H -3.426 -1.443 7.888 0.0818
```

=====

(4)
Entry from the Open Molecules 2025 dataset: a cluster of 6 separate species, C30H40F3NO13 in total (ωB97M-V with the def2-TZVPD basis set).

The value obtained for the max |F| is 9.8 eV/A. The SMILES is CC(C)=NC1=C(CCC(F)(F)F)C(=O)OC1=O.O=C1CCCO1.O=C1CCCO1.O=C1CCCO1.O=C1CCCO1.O=C1CCCO1. The total charge is 0. Its total energy is -68010.976 eV. Its HOMO-LUMO gap is 8.48 eV.

```
87
Properties=species:S:1:pos:R:3:lowdin_charge:R:1
H 4.111 -0.452 -0.814 0.0997
F 1.692 1.754 5.444 0.0001
F 2.573 3.992 5.837 -0.0182
O 4.368 8.771 5.020 0.0297
C -5.847 0.019 -5.028 -0.0833
O -2.755 -0.555 -2.134 0.0278
H 1.915 2.541 3.131 0.1227
H -6.476 2.109 -5.177 0.1225
H -4.178 2.103 -5.992 0.1313
O -0.676 -0.065 -2.951 0.0366
H -5.094 2.039 -7.519 0.1291
O -4.379 -3.517 1.938 0.0211
O -4.354 0.232 -6.831 0.0347
H 1.832 7.880 5.752 0.1255
C -4.904 1.523 -6.573 -0.1688
O 0.976 -4.979 -3.189 0.0286
H 1.206 1.262 -2.364 0.0861
C -3.705 -2.174 3.746 -0.0886
H -0.991 -2.873 -2.526 0.1251
C -6.176 1.267 -5.807 -0.1666
O 2.068 -2.426 2.122 0.0198
H 5.233 2.595 3.504 0.1321
C -4.853 -0.657 -5.923 -0.4445
C -1.596 -2.286 -3.223 -0.0864
H -3.240 -3.700 -2.929 0.1156
H 2.510 7.278 7.274 0.1234
C -3.059 -2.641 -3.131 -0.1561
H -3.406 -2.171 -1.039 0.1228
O -1.296 -5.204 -3.313 0.0959
C 2.928 0.097 1.930 -0.0803
H -1.222 -2.388 -4.244 0.1371
H 2.866 5.962 4.894 0.1025
C 3.686 8.819 6.272 -0.1712
O -4.503 -1.823 -5.839 0.0874
H -0.045 -5.934 -5.775 0.1389
H 4.220 6.032 6.077 0.1392
H 3.135 9.760 6.356 0.1284
C 2.843 2.675 5.210 -0.2149
C 4.037 0.665 2.768 -0.0075
O 4.506 -1.679 2.444 -0.0115
C 2.084 -5.463 -3.948 -0.1682
H 0.311 2.015 -0.772 0.1057
C -0.178 -5.500 -3.700 -0.4445
H 0.157 0.165 -1.100 0.0908
H -6.994 1.059 -6.506 0.1243
H -1.654 -2.930 3.666 0.1227
C 4.277 2.285 2.900 -0.1117
H 4.391 2.772 1.823 0.1268
H 1.704 -7.571 -3.907 0.1245
H -2.471 -4.019 1.313 0.1256
H 2.366 -4.699 -4.680 0.1306
C 4.823 -0.611 3.445 -0.1567
O -5.960 -2.150 2.868 0.0977
H 4.476 1.412 -0.504 0.0929
H -3.558 -2.386 -4.074 0.0876
O 5.516 -0.702 4.598 0.0229
C 2.924 2.959 3.567 -0.0666
O 4.903 7.124 3.526 0.0952
C -1.593 -0.852 -2.786 -0.4394
H 2.136 -6.976 -5.519 0.1216
H -5.368 0.249 -4.072 0.1308
H -2.141 -1.900 2.310 0.1231
C -2.488 -2.671 3.009 -0.1678
H -3.016 -4.771 2.833 0.1292
C -3.551 -1.735 -2.033 -0.1559
C 2.187 0.833 -0.233 -0.2416
N 1.901 0.844 1.109 0.0845
C 1.595 -6.729 -4.602 -0.1688
H -4.607 -1.480 -2.158 0.1239
F 4.112 2.122 5.764 0.0128
H -3.837 -2.683 4.704 0.1363
H 2.933 -5.648 -3.283 0.1300
C 0.131 -6.443 -4.823 -0.0822
C 3.661 0.648 -0.924 -0.0652
H 2.935 4.128 3.331 0.1333
C -4.817 -2.572 2.822 -0.4621
C -3.025 -3.850 2.241 -0.1724
H 4.428 8.770 7.076 0.1296
C 3.061 -1.522 2.157 -0.1738
C 4.332 7.494 4.539 -0.4561
H -3.677 -1.090 3.883 0.1319
C 3.535 6.617 5.457 -0.1053
C 2.765 7.627 6.270 -0.1638
H 3.653 0.847 -2.102 0.0905
H -6.731 -0.605 -4.879 0.1353
H -0.470 -7.352 -4.752 0.1334
C 0.886 1.086 -1.251 -0.0571
```

=====

(5)
Entry from the Open Molecules 2025 dataset: a structure of composition C30H40FeO7PSSiTe (ωB97M-V with the def2-TZVPD basis set).

The value obtained for the max |F| is 2.2 eV/A. Its energy above the lowest of the compared OMol25 structures with the same formula, charge and spin is 0.0 kcal/mol. The total charge is -1. Its total energy is -115780.668 eV. Its HOMO-LUMO gap (alpha / beta) is 6.90 / 7.05 eV. The spin multiplicity is 5.

```
82
Properties=species:S:1:pos:R:3:lowdin_charge:R:1
C 3.444 2.097 4.078 -0.0841
H -3.619 2.005 4.678 0.0735
H -0.601 0.338 -4.690 0.1044
H 4.177 2.872 -0.291 0.0883
H -1.708 -5.717 3.092 0.0917
H -1.382 3.093 4.912 0.1094
H -1.258 -1.948 1.117 0.0847
C 2.110 -5.255 -3.565 -0.1000
H 3.762 -5.250 -4.941 0.0908
C -1.637 2.521 4.017 -0.3296
H -1.867 -3.031 -1.297 0.0979
Si 0.997 -2.354 -0.752 0.2485
C 2.064 4.576 0.314 -0.0157
H -2.275 3.221 1.058 0.0777
O -0.447 1.056 1.736 -0.5746
H 1.803 1.670 5.417 0.1075
H 1.286 -5.250 0.072 0.0925
C -0.877 -0.410 -3.956 -0.0760
P -0.019 0.555 3.169 0.7309
H -4.965 1.208 -0.411 0.0899
C -3.140 2.508 3.835 -0.0918
H -3.461 -2.409 -3.057 0.0960
H -2.373 -3.343 2.794 0.0998
C -0.946 -2.984 1.234 -0.1087
H 3.517 3.590 -1.786 0.0943
H 4.250 1.801 4.756 0.0693
O 1.185 1.682 3.443 -0.3733
H 1.018 -0.324 -2.975 0.1035
C 1.477 -4.583 -2.525 -0.1076
H 1.238 4.714 1.019 0.0899
H 2.336 0.289 4.452 0.0953
H 1.690 -6.178 -3.949 0.0935
H -3.410 1.965 2.929 0.0382
C 1.997 -3.389 -1.999 -0.2839
C -0.301 -1.721 -1.995 -0.2897
H -2.740 1.869 -2.423 0.1140
C -4.011 1.030 -0.916 -0.3154
C 2.163 1.371 4.427 -0.3423
O -1.159 1.188 4.189 -0.3481
C -1.577 -2.299 -2.041 -0.0988
H -2.847 -0.707 -4.753 0.0941
C -2.481 -1.946 -3.032 -0.1027
H 3.734 1.855 3.053 0.0691
C -2.289 2.733 0.085 -0.2820
C 3.343 2.855 -0.996 -0.0120
O 0.355 3.913 -1.789 0.0333
C -0.177 -5.624 1.588 -0.0987
H 3.308 3.179 4.149 0.0721
H -4.007 0.040 -1.372 0.0807
H 3.603 -1.977 -2.177 0.0561
C -1.588 -3.772 2.181 -0.0845
H 0.551 -4.987 -2.129 0.0968
S -2.714 0.980 0.331 0.9995
C -3.626 2.167 -1.857 -0.2270
O 0.550 1.720 -1.440 -0.1320
C 3.273 -4.735 -4.122 -0.1125
C 0.889 2.953 -1.237 -0.5910
H 1.352 2.488 1.491 0.0644
C -1.209 -5.099 2.355 -0.1070
H -3.532 3.528 3.770 0.0731
H 0.133 -6.653 1.727 0.0935
H 3.287 1.859 -1.435 0.0751
C 0.467 -4.828 0.645 -0.1030
Fe 0.487 0.298 -0.028 0.4208
C 3.801 -3.551 -3.624 -0.0982
H 4.706 -3.138 -4.054 0.0942
H -4.420 2.418 -2.562 0.1097
O 1.950 2.205 0.784 -0.1314
C 0.091 -3.498 0.439 -0.3074
O -1.638 0.200 -0.429 -0.5786
H -1.143 2.999 3.170 0.0884
C 2.053 3.171 -0.255 -0.5378
H -2.841 4.173 -1.442 0.1151
H 1.936 5.301 -0.489 0.0824
C 3.171 -2.892 -2.571 -0.1226
H -1.277 2.700 -0.316 0.0646
Te 2.562 -1.068 0.629 0.6321
H 3.006 4.765 0.835 0.0847
C -3.277 3.320 -0.921 -0.2149
H -4.181 3.661 -0.406 0.1072
C 0.036 -0.785 -2.976 -0.1047
C -2.136 -0.991 -3.986 -0.1008
```